Record 1
ORCA calculation (ωB97M-V/def2-TZVPD) on a molecular structure, C8H24N6O2Tl.

Calculated values
- electronic energy (eV) = -26386.4321
- HOMO energy (eV) = -20.163
- maximum force (eV Å⁻¹) = 2.08
- charge = +3

Last column: Löwdin charge in e.
Geometry (Å):
1 Tl -0.09321 -0.06815 -0.28446  1.28
2 O -3.34908 2.45122 -1.74451  0.08
3 O -1.99859 1.25636 -0.48741  -0.02
4 N -1.08350 -0.17881 -2.52469  0.03
5 N 1.82109 -0.61987 1.24049  -0.22
6 N 0.64274 -2.31825 -1.07719  0.01
7 N 0.75338 2.13023 0.49856  0.02
8 N -2.05510 0.81160 -2.69046  0.07
9 N -1.05812 -0.49739 1.92553  0.02
10 C 1.26821 -1.13917 2.50183  -0.12
11 C 1.55542 1.85469 1.68019  -0.19
12 C 2.52565 -1.58084 0.38377  -0.16
13 C -0.20875 -1.54446 2.47515  -0.20
14 C 1.67512 -2.75628 -0.11340  -0.18
15 C -2.47783 1.52013 -1.59947  -0.54
16 C 2.47989 0.67938 1.35260  -0.16
17 C -4.05484 2.69914 -2.99694  0.05
18 H -4.62610 1.82003 -3.28880  0.12
19 H -0.47868 -1.79935 3.50104  0.15
20 H -0.12928 2.59807 0.69010  0.11
21 H -1.11896 0.33597 2.50470  0.12
22 H -1.52553 -1.09364 -2.52478  0.13
23 H -2.20863 1.18286 -3.61626  0.17
24 H 2.19632 2.69381 1.94977  0.15
25 H -2.00892 -0.82750 1.77775  0.12
26 H 2.35960 -3.46178 -0.58416  0.15
27 H 2.98957 0.89503 0.41289  0.14
28 H 2.93336 -1.05672 -0.48265  0.14
29 H 1.02418 -2.24584 -2.01794  0.11
30 H -3.37003 3.01702 -3.78373  0.11
31 H 0.90743 1.65497 2.53081  0.12
32 H -4.72969 3.51604 -2.77660  0.12
33 H -0.39926 -0.13294 -3.27394  0.14
34 H 1.42085 -0.40019 3.28749  0.14
35 H 3.37363 -2.00132 0.93539  0.16
36 H 3.24951 0.63382 2.13067  0.16
37 H 1.81757 -2.03754 2.79713  0.16
38 H -0.34347 -2.43682 1.86731  0.11
39 H 1.20637 -3.27125 0.71957  0.12
40 H 1.26245 2.68115 -0.18753  0.13
41 H -0.14475 -2.96344 -1.10782  0.12

=====

Record 2
ORCA calculation (ωB97M-V/def2-TZVPD) on a single C4H5NO2S molecule.

Calculated values
- SMILES = O=S1(=O)CC2=N[C@@H]2C1
- electronic energy (eV) = -20646.0017
- HOMO energy (eV) = -10.063
- maximum force (eV Å⁻¹) = 2.38
- charge = 0

Last column: Löwdin charge in e.
Geometry (Å):
1 S -1.26026 -0.01473 -0.05566  0.72
2 O -1.96690 -0.60397 1.04454  -0.32
3 O -2.03292 0.51656 -1.13920  -0.32
4 N 1.97923 0.52940 -0.58814  0.22
5 C -0.14635 1.38463 0.64583  -0.10
6 C 1.28869 -0.64843 0.01927  -0.29
7 C 0.07526 -1.17888 -0.66390  -0.15
8 C 1.08599 0.79519 0.25607  -0.32
9 H -0.20763 -2.17892 -0.35907  0.10
10 H -0.32778 1.41642 1.71447  0.11
11 H -0.39982 2.31390 0.14715  0.11
12 H 1.83186 -1.26072 0.72334  0.13
13 H 0.08064 -1.07043 -1.74471  0.11

=====

Record 3
ORCA calculation (ωB97M-V/def2-TZVPD) on a molecular structure, C7H14N2.

Calculated values
- electronic energy (eV) = -10459.6858
- HOMO energy (eV) = -6.764
- maximum force (eV Å⁻¹) = 6.01
- charge = 0

Last column: Löwdin charge in e.
Geometry (Å):
1 N 0.32868 0.22163 1.85309  0.12
2 N 0.06842 -0.25273 -0.50173  -0.08
3 C -1.36262 1.09509 -0.67981  -0.22
4 C 0.60926 0.40641 0.53383  -0.37
5 C 2.78154 -1.70809 0.94624  -0.13
6 C -1.14199 1.78399 -1.97586  -0.10
7 C -0.53688 -1.57169 -0.32135  -0.10
8 C 2.31018 -0.86779 0.03218  -0.09
9 C -2.38455 1.22708 0.14681  0.00
10 H -3.25306 1.84140 -0.10378  0.06
11 H 0.01105 -0.68623 2.15225  0.08
12 H 2.94697 -0.62435 -0.81986  0.03
13 H 2.15001 -1.96834 1.79799  0.02
14 H -0.21181 2.35972 -1.96218  0.08
15 H 3.80776 -2.08442 0.93110  0.03
16 H -1.96712 2.46525 -2.22451  0.08
17 H -0.45707 -2.00441 0.68024  0.07
18 H 1.02458 1.38487 0.31211  0.13
19 H -1.60025 -1.51644 -0.56084  0.08
20 H -1.05537 1.05524 -2.78652  0.08
21 H -0.05237 -2.25342 -1.01979  0.08
22 H 0.42599 1.00417 2.47910  0.11
23 H -2.44135 0.69305 1.09130  0.05